1.
Here is a molecular structure, C46H63GeN4OSSeTaTe in a non-equilibrium geometry from the Open Molecules 2025 dataset. Energies are from ωB97M-V with the def2-TZVPD basis set.

```
119
Properties=species:S:1:pos:R:3
Ta -0.88980 0.00533 -0.35959
C -0.20846 -4.94635 1.99292
C -0.41943 -3.45962 1.98510
C -1.66372 -2.91393 2.35712
C -2.76902 -3.83671 2.79652
C -1.83063 -1.52130 2.39943
C -3.12609 -0.91700 2.87947
C -0.66275 -0.69175 2.36184
C -0.67400 0.46073 3.33416
C 0.56783 -1.24709 1.90604
C 1.88065 -0.57135 2.22650
C 0.62585 -2.62088 1.57705
C 1.87633 -3.22789 0.99586
H -0.39479 -5.37531 1.00120
H -0.86549 -5.44682 2.69769
H 0.81453 -5.19802 2.26593
H -2.84728 -4.71622 2.15735
H -3.74128 -3.35627 2.84312
H -2.55336 -4.20378 3.80431
H -3.99796 -1.37408 2.41650
H -3.17506 0.15343 2.69040
H -3.23802 -1.06093 3.95860
H -0.90573 0.04189 4.31874
H -1.43738 1.20665 3.13825
H 0.28399 0.95565 3.41429
H 2.01121 0.41067 1.78485
H 2.72472 -1.19067 1.94841
H 1.94828 -0.44631 3.31022
H 2.60132 -3.47811 1.77598
H 2.36586 -2.55145 0.29494
H 1.65419 -4.14829 0.45968
C 3.32373 2.89534 2.80159
C 2.55899 4.20159 3.01146
C 3.29012 5.35076 2.29918
C 2.53200 4.47826 4.52549
C 1.12424 4.12558 2.48973
C 0.23827 5.17630 2.81254
C -1.08730 5.14449 2.45665
C -1.53803 4.03653 1.74234
S -3.16355 3.73013 1.25446
C -2.68042 2.27663 0.55342
N -1.38359 1.96138 0.66058
C -0.69263 2.99691 1.35876
C 0.64905 3.06241 1.73788
C -3.57525 1.44189 -0.24292
C -4.90788 1.75920 -0.48207
C -5.61935 1.03630 -1.42751
C -4.98189 0.03164 -2.15492
C -3.66741 -0.30666 -1.87822
C -2.95163 0.35773 -0.87336
H 4.32850 3.00061 3.21028
H 3.44398 2.62192 1.74896
H 2.84615 2.06909 3.33624
H 4.31550 5.41735 2.66522
H 2.80994 6.31181 2.48666
H 3.32770 5.19875 1.21664
H 3.55013 4.45304 4.91434
H 1.94937 3.72386 5.05915
H 2.12408 5.45872 4.76697
H 0.60092 6.02256 3.37855
H -1.76192 5.94422 2.73402
H 1.30606 2.24262 1.49515
H -5.38590 2.58020 0.04004
H -6.65583 1.27756 -1.62530
H -5.52433 -0.49747 -2.92885
H -3.20009 -1.08342 -2.46840
C -0.70647 1.88693 -6.24422
N -0.59619 1.36487 -4.87437
C -0.18800 0.00563 -4.54378
C -0.30175 0.07407 -3.05746
O -0.05414 -0.81631 -2.15819
N -0.66189 1.25804 -2.63660
C -0.87091 2.03285 -3.76653
N -1.27742 3.28048 -3.70233
H -0.24747 1.17343 -6.92279
H -0.16479 2.82865 -6.33007
H -1.75218 2.01836 -6.52099
H 0.84238 -0.20293 -4.84860
H -0.84648 -0.74217 -4.99234
H -1.47628 3.70321 -2.81025
H -1.41314 3.83957 -4.53221
C 3.60670 0.27655 -0.77291
Te 1.81703 1.34259 -1.26158
C 2.83232 3.11886 -0.64662
C 4.28629 2.70691 -0.64939
C 5.26966 3.69167 -0.58720
C 6.60662 3.33421 -0.56024
C 6.97209 1.99439 -0.61078
C 6.00038 1.01215 -0.69059
C 4.65289 1.36513 -0.70512
H 3.78618 -0.43507 -1.57701
H 3.48841 -0.25717 0.16159
H 2.47092 3.47114 0.31571
H 2.60712 3.87064 -1.40210
H 4.99105 4.73886 -0.56952
H 7.36755 4.10169 -0.51528
H 8.01759 1.71722 -0.60476
H 6.29098 -0.03009 -0.74944
C -2.18550 -5.85791 -4.23384
Ge -1.50320 -5.40172 -2.47676
C 0.43068 -5.56252 -2.27310
C -2.50157 -6.25923 -1.03752
C -1.77984 -3.36256 -2.41286
Se -1.71466 -2.68404 -0.60592
C -3.59197 -2.90773 -0.17030
H -2.01039 -6.91639 -4.43122
H -1.68978 -5.28631 -5.01837
H -3.26025 -5.68222 -4.28241
H 0.69956 -6.49424 -1.77602
H 0.83435 -4.73336 -1.68652
H 0.91169 -5.55646 -3.25126
H -2.04149 -7.22375 -0.81961
H -3.52959 -6.44670 -1.34810
H -2.50893 -5.69178 -0.10600
H -2.71714 -3.06841 -2.88426
H -0.93391 -2.94343 -2.95396
H -3.75027 -3.97319 -0.03490
H -4.20457 -2.53396 -0.98472
H -3.79851 -2.37053 0.74598
```

## Properties
highest occupied orbital energy	-17.45	eV
E_tot	-198238.8484	eV
energy above the lowest of the compared OMol25 structures with the same formula, charge and spin	0.5208	eV
orbital gap	5.11	eV
charge	+4


2.
Here is a molecular structure, C46H64Cl4GeN3O4PtSi3 from the Open Molecules 2025 dataset. Energies are from ωB97M-V with the def2-TZVPD basis set.

```
126
Properties=species:S:1:pos:R:3
Pt -0.08513 -0.17103 -0.11906
C -4.11970 -0.98704 2.81663
C -3.44160 0.37813 2.68984
C -4.45967 1.49879 2.92075
C -2.26481 0.42291 3.65036
C -2.56789 0.31490 4.99828
C -1.57063 0.18291 5.94253
C -0.27205 0.04496 5.49634
C 0.08737 0.14806 4.15109
C 1.51776 -0.26053 3.85691
C 1.57613 -1.40028 2.84488
C 2.46054 0.87791 3.49970
C -0.91194 0.48412 3.21889
N -0.68711 0.93527 1.87920
C -1.34537 2.08011 1.60631
O -1.67561 2.96627 2.39919
C -1.90371 2.21073 0.20789
C -2.74117 3.25671 -0.15201
C -3.36403 3.21575 -1.39202
C -3.15114 2.12873 -2.22909
C -2.30320 1.12544 -1.79490
N -1.70800 1.18592 -0.60757
C -2.09291 -0.14048 -2.58294
O -2.65555 -0.30759 -3.65420
N -1.20900 -1.00506 -2.02558
C -1.24694 -2.36741 -2.17366
C -0.10783 -3.03105 -2.68287
C -0.01972 -4.40478 -2.52414
C -1.04092 -5.13236 -1.93858
C -2.21364 -4.49440 -1.55162
C -2.35322 -3.12449 -1.66555
C -3.66762 -2.49617 -1.25791
C -4.20872 -3.06376 0.05093
C -4.69544 -2.69386 -2.38068
C 0.95990 -2.37862 -3.52925
C 0.79477 -2.87417 -4.97834
C 1.00891 -0.86105 -3.55298
H -4.94701 -1.06531 2.11255
H -3.41125 -1.78803 2.61010
H -4.51824 -1.12950 3.82260
H -3.07162 0.44608 1.66763
H -5.00788 1.33800 3.85078
H -3.97155 2.47043 2.97741
H -5.19121 1.51946 2.10994
H -3.60569 0.32069 5.30726
H -1.80181 0.12890 6.99806
H 0.50757 -0.17636 6.21429
H 1.87897 -0.67046 4.80306
H 1.27375 -1.04591 1.85199
H 2.58817 -1.79784 2.77048
H 0.90533 -2.20964 3.14023
H 2.14552 1.36635 2.57195
H 2.49347 1.61542 4.29990
H 3.46902 0.49856 3.35887
H -2.90723 4.05379 0.55738
H -4.02693 4.01443 -1.69595
H -3.62740 2.02337 -3.19265
H 0.86768 -4.91560 -2.87728
H -0.93433 -6.20047 -1.80320
H -3.02228 -5.07948 -1.13736
H -3.51670 -1.42554 -1.10112
H -4.49457 -4.11157 -0.05238
H -3.47417 -2.97731 0.84909
H -5.10192 -2.51273 0.34051
H -4.82146 -3.75817 -2.58744
H -5.66277 -2.29288 -2.07463
H -4.38494 -2.19832 -3.29847
H 1.92036 -2.74526 -3.15154
H -0.16198 -2.53370 -5.37836
H 1.59165 -2.47106 -5.60431
H 0.82224 -3.95996 -5.04622
H 0.12204 -0.44485 -4.03693
H 1.09829 -0.43112 -2.55675
H 1.88190 -0.56790 -4.13633
Cl 2.44924 -6.79337 0.25894
C 1.49630 -5.38929 0.51507
C 0.31173 -5.48478 1.30786
Cl -0.08827 -6.99111 2.03040
C -0.49390 -4.39430 1.48429
Cl -1.90496 -4.46883 2.46262
C -0.19815 -3.13617 0.86289
O -0.96474 -2.14986 0.93750
C 1.06971 -3.02059 0.12755
O 1.41841 -1.90065 -0.34396
C 1.86057 -4.19291 -0.04446
Cl 3.28247 -4.04480 -1.00806
C 5.34940 1.97007 -0.70521
Si 4.01992 0.64608 -0.56158
C 4.57334 -0.57504 0.73516
C 4.02268 -0.36038 -2.14645
Ge 1.71852 1.52721 -0.49646
Si 1.59366 3.89293 1.26896
C 1.18838 3.92798 3.07523
C 0.33234 5.01019 0.46553
C 3.39851 4.32055 1.06722
Si 1.66844 3.03770 -2.47322
C 2.46126 2.22923 -3.96986
C 2.60019 4.67621 -2.36388
C -0.12424 3.31433 -2.96603
H 6.27942 1.48349 -1.00808
H 5.53168 2.47351 0.24219
H 5.11316 2.72523 -1.45556
H 5.49782 -1.03053 0.36987
H 3.83304 -1.36286 0.84472
H 4.77714 -0.13897 1.70541
H 5.05347 -0.66117 -2.35091
H 3.64190 0.15996 -3.01795
H 3.42919 -1.25976 -1.99255
H 0.19918 3.51893 3.27944
H 1.17860 4.99472 3.32677
H 1.92000 3.43696 3.70579
H -0.63617 4.79307 0.91850
H 0.24573 4.95346 -0.60777
H 0.61032 6.03476 0.73188
H 3.98521 3.73948 1.77832
H 3.51252 5.38049 1.31599
H 3.79014 4.15404 0.07515
H 3.53409 2.08451 -3.85211
H 2.30742 2.91508 -4.80731
H 2.00518 1.27787 -4.22604
H 3.67593 4.49884 -2.33598
H 2.34362 5.31458 -1.52899
H 2.38870 5.23078 -3.28204
H -0.50884 2.40765 -3.43672
H -0.19084 4.12250 -3.69834
H -0.78251 3.55301 -2.13366
```

## Properties
2S+1	6
highest occupied orbital energy (spin up / spin down)	-6.82 / -7.59	eV
E_tot	-194886.0965	eV
energy above the lowest of the compared OMol25 structures with the same formula, charge and spin	0.1062	eV
<S²>	8.80
orbital gap (spin up / spin down)	6.63 / 4.57	eV
charge	0


3.
Here is a molecular structure, C46H64N3O6STa from the Open Molecules 2025 dataset. Energies are from ωB97M-V with the def2-TZVPD basis set.

```
121
Properties=species:S:1:pos:R:3
Ta -1.03742 -1.89197 -0.68119
C -2.20894 -2.04708 -3.74791
N -0.98192 -2.55579 -3.08607
C -1.00677 -4.03257 -3.18104
C 0.20410 -2.13281 -3.87618
C 0.29483 -0.63575 -4.07829
N 0.30047 0.06474 -2.80112
C -0.55559 1.24901 -2.82452
C -1.09193 1.75639 -1.51214
C -0.75653 3.02753 -1.08917
C -1.42301 3.63888 -0.03448
C -2.52612 2.97010 0.47154
C -2.92423 1.69126 0.06955
C -2.08262 1.02135 -0.83866
O -2.20844 -0.29870 -1.14914
C -4.25847 1.13577 0.59281
C -4.04087 0.23360 1.81299
C -5.01274 0.39488 -0.52297
C -5.19186 2.27119 1.03972
C -0.96519 5.00287 0.47368
C -1.06860 6.04271 -0.64933
C -1.79713 5.48808 1.66073
C 0.49626 4.88747 0.92488
C 1.67028 0.40431 -2.41822
C 1.90677 0.83707 -0.98829
C 2.87262 1.81181 -0.77305
C 3.23498 2.20466 0.50425
C 2.55525 1.60960 1.56302
C 1.56896 0.64064 1.41192
C 1.26430 0.24511 0.09860
O 0.36035 -0.72637 -0.20365
C 0.87260 0.04683 2.63605
C 1.38317 0.64811 3.94962
C 1.13049 -1.46143 2.70853
C -0.62573 0.35947 2.54146
C 4.38021 3.17929 0.77950
C 5.55847 2.38056 1.35655
C 3.96293 4.25453 1.79063
C 4.84841 3.88689 -0.49321
H -2.13489 -2.20699 -4.82900
H -2.34788 -0.99136 -3.53290
H -3.06787 -2.58617 -3.36357
H -1.14858 -4.32743 -4.22613
H -1.81700 -4.43067 -2.57984
H -0.05717 -4.42526 -2.82400
H 0.14439 -2.61651 -4.85988
H 1.09170 -2.52109 -3.37917
H -0.55112 -0.29932 -4.67661
H 1.19208 -0.41852 -4.67386
H -1.42323 1.00618 -3.44174
H -0.03528 2.08296 -3.32314
H 0.03929 3.54806 -1.61269
H -3.12706 3.47097 1.21400
H -3.30644 -0.54186 1.62620
H -4.98223 -0.24069 2.10366
H -3.68403 0.82714 2.65841
H -4.44288 -0.43284 -0.93012
H -5.24179 1.08284 -1.34072
H -5.95651 0.00831 -0.13159
H -4.83153 2.78415 1.93203
H -6.16453 1.84305 1.29019
H -5.33863 3.00859 0.24792
H -2.10112 6.13901 -0.99048
H -0.45475 5.76659 -1.50789
H -0.73058 7.01962 -0.29529
H -2.84231 5.64381 1.38577
H -1.40176 6.44133 2.01683
H -1.76018 4.77877 2.49024
H 1.14155 4.56454 0.10570
H 0.59801 4.15047 1.72571
H 0.86016 5.85135 1.29109
H 2.03620 1.20950 -3.07742
H 2.30553 -0.45921 -2.63415
H 3.34888 2.25139 -1.64064
H 2.82380 1.90347 2.56609
H 2.45357 0.48186 4.08608
H 0.86287 0.16425 4.77769
H 1.18200 1.71962 4.01702
H 2.19620 -1.65629 2.85209
H 0.81979 -1.98318 1.80866
H 0.58924 -1.88594 3.55804
H -0.78279 1.43743 2.45708
H -1.14617 -0.00081 3.43265
H -1.08676 -0.11457 1.68001
H 5.27722 1.88437 2.28689
H 6.40220 3.04317 1.56383
H 5.88608 1.61271 0.65307
H 3.66175 3.82600 2.74686
H 3.13295 4.84802 1.40862
H 4.80352 4.92532 1.98183
H 5.25705 3.18532 -1.22252
H 5.63806 4.59786 -0.24427
H 4.03317 4.44104 -0.96421
O -4.60050 -4.18870 -0.01056
S -3.55041 -2.85928 0.18466
O -3.51289 -4.19368 1.02509
O -2.77665 -3.01709 -1.13299
O -1.99046 -2.20068 0.89130
C -1.55329 -6.86038 1.73505
C -1.19777 -5.71269 2.43050
C -0.65994 -4.62738 1.76028
C -0.46392 -4.67417 0.38300
C -0.79665 -5.83341 -0.30397
C -1.34898 -6.91693 0.36654
N 0.16296 -3.55573 -0.29227
C 1.56808 -3.69225 -0.36274
C 2.32945 -2.72893 -1.02810
C 3.71036 -2.79077 -1.07674
C 4.38718 -3.83807 -0.46955
C 3.64676 -4.81020 0.18589
C 2.26236 -4.74727 0.24487
H -1.98452 -7.70434 2.25736
H -1.34901 -5.65842 3.50112
H -0.39901 -3.72903 2.29908
H -0.60691 -5.90188 -1.36497
H -1.61298 -7.80946 -0.18630
H 1.82051 -1.89853 -1.48450
H 4.25887 -2.00885 -1.58966
H 5.46676 -3.89454 -0.50428
H 4.15082 -5.63800 0.66908
H 1.72627 -5.52198 0.77302
```

## Properties
highest occupied orbital energy	-7.85	eV
E_tot	-77884.9003	eV
energy above the lowest of the compared OMol25 structures with the same formula, charge and spin	4.0584	eV
orbital gap	8.20	eV
charge	0


4.
Here is a molecular structure, C46H66BHgN11O3P in a non-equilibrium geometry from the Open Molecules 2025 dataset. Energies are from ωB97M-V with the def2-TZVPD basis set.

```
129
Properties=species:S:1:pos:R:3
Hg 0.29953 0.67827 -0.75334
C 1.87098 -3.29309 -1.55757
C 0.53146 -2.80236 -2.00190
C -0.70602 -3.47099 -1.97312
C -1.57406 -2.61760 -2.61429
N -0.88367 -1.52265 -2.99685
N 0.41015 -1.63299 -2.61704
B -1.40401 -0.39245 -3.92844
N -2.32327 0.56044 -3.14746
C -3.34865 1.28766 -3.63282
C -4.04725 1.79977 -2.56425
C -3.35938 1.32338 -1.42742
C -3.70306 1.52529 0.01194
N -2.32265 0.59207 -1.80519
N -0.19576 0.40363 -4.47436
C 0.36885 0.42224 -5.69865
C 1.57344 1.07994 -5.60756
C 1.67675 1.43018 -4.24724
C 2.80976 2.13977 -3.57933
N 0.60291 1.02544 -3.59123
N -2.26084 -1.09190 -5.03208
C -1.92318 -1.73862 -6.17025
C -3.01069 -2.45893 -6.60372
C -3.99890 -2.21572 -5.62900
C -5.37586 -2.78688 -5.53208
N -3.53581 -1.40194 -4.69685
H 1.80515 -3.81403 -0.60041
H 2.55037 -2.44808 -1.46371
H 2.27403 -3.98984 -2.29761
H -0.93589 -4.42885 -1.53478
H -2.62596 -2.71504 -2.82500
H -3.52134 1.38913 -4.69100
H -4.92243 2.42857 -2.58962
H -4.64416 1.02499 0.24922
H -3.81063 2.58727 0.24584
H -2.92494 1.09942 0.64293
H -0.11751 0.00531 -6.56251
H 2.28277 1.26520 -6.39750
H 3.75536 1.83993 -4.03154
H 2.83278 1.89495 -2.51749
H 2.71264 3.22347 -3.68002
H -0.93363 -1.68753 -6.59004
H -3.09973 -3.05445 -7.49749
H -5.92053 -2.67115 -6.47058
H -5.92142 -2.28036 -4.73721
H -5.33431 -3.85305 -5.29887
C 1.88297 -4.26979 2.83188
C 0.86149 -3.70232 1.86267
N 1.31106 -2.40936 1.41058
C 2.59751 -2.11651 1.10556
N 2.85534 -1.05115 0.41978
C 4.23380 -0.70715 0.14724
C 5.18908 -1.20944 1.22156
C 4.95741 -2.70331 1.36231
N 3.56517 -2.94277 1.67177
C 3.23228 -4.27532 2.13279
H 1.60931 -5.28044 3.13908
H 1.94112 -3.62165 3.70938
H -0.11141 -3.57157 2.33791
H 0.72694 -4.39820 1.01988
H 0.58160 -1.81430 1.01216
H 4.30222 0.38027 0.04704
H 4.53360 -1.13180 -0.82261
H 4.95262 -0.72833 2.17386
H 6.22961 -1.00395 0.96027
H 5.55293 -3.11507 2.18273
H 5.26240 -3.22159 0.43926
H 4.01701 -4.59804 2.82276
H 3.21527 -4.99199 1.29538
O -4.18885 -1.35202 3.67162
C -4.37578 -1.84778 2.41605
C -5.56883 -2.49840 2.10280
C -5.78705 -3.01667 0.83714
C -4.80711 -2.89662 -0.13555
C -3.62112 -2.25229 0.17729
C -3.38020 -1.71917 1.44022
C -2.03680 -1.01870 1.65539
O -1.84483 -0.38068 2.70637
O -1.23131 -1.14755 0.69255
H -4.98998 -1.50355 4.18051
H -6.33699 -2.59532 2.86541
H -6.72492 -3.51233 0.61586
H -4.96828 -3.29695 -1.12872
H -2.83723 -2.12773 -0.55844
C 1.21191 1.00898 2.15429
C 1.79616 0.65367 3.49303
C 1.07947 -0.20150 4.33592
C 1.62931 -0.66603 5.51942
C 2.91594 -0.29824 5.89381
C 3.65601 0.51226 5.04767
C 3.10205 0.97571 3.86214
H 0.26108 0.48288 2.03250
H 1.87556 0.62593 1.37893
H 0.08694 -0.52289 4.04099
H 1.05246 -1.32403 6.15885
H 3.34448 -0.65534 6.82254
H 4.67481 0.77731 5.30648
H 3.71318 1.58010 3.20386
C -1.15658 4.60651 2.72034
C -0.76582 3.13635 2.51698
C -0.70667 2.48004 3.89792
P 0.70736 2.73422 1.42329
C 2.20211 3.64306 2.10598
C 2.19269 5.16932 2.18001
C 3.47888 3.17539 1.38459
C 0.22395 3.99748 0.00638
C -1.16896 3.71353 -0.52607
C 1.22977 3.97783 -1.12687
H -2.17638 4.63240 3.10943
H -1.13946 5.21468 1.81965
H -0.51054 5.07196 3.46627
H -1.56890 2.63906 1.95758
H 0.25648 2.63876 4.38653
H -0.91424 1.41800 3.83111
H -1.47789 2.92088 4.53506
H 2.23622 3.26495 3.13214
H 2.28383 5.62261 1.19182
H 3.05408 5.49424 2.77062
H 1.29647 5.55643 2.65985
H 3.71310 3.82909 0.54479
H 3.38120 2.16009 1.00049
H 4.33958 3.20421 2.05787
H 0.27118 4.95443 0.52387
H -1.29829 4.15901 -1.51428
H -1.96287 4.09209 0.11807
H -1.30977 2.63265 -0.64762
H 2.22988 4.26791 -0.80561
H 0.91811 4.66304 -1.91909
H 1.27071 2.97271 -1.55572
```

## Properties
highest occupied orbital energy	-4.26	eV
E_tot	-85451.3345	eV
orbital gap	6.68	eV
charge	-1